22
Properties=species:S:1:pos:R:3:mulliken_charge:R:1 method="wB97M-V/def2-TZVPD" multiplicity=1 e_tot_ev=-9411.821 orbital_gap_ev=11.319 relative_energy_ev=1.841 lumo_energy_ha=-0.1051 total_charge=+1
C 2.070 0.473 -0.148 -1.494
C 0.523 0.160 0.058 0.197
C 0.234 -1.338 0.171 -0.860
C -1.199 -1.692 0.220 -0.591
N -2.032 -0.865 1.244 -0.773
N 0.140 0.981 1.252 -0.206
H 2.669 0.598 0.730 0.398
H 2.109 1.500 -0.455 0.455
H 2.495 -0.173 -0.969 0.340
H -0.141 0.469 -0.748 0.363
H 0.765 -1.734 -0.661 0.379
H 0.650 -1.775 1.082 0.316
H -1.455 -2.712 0.367 0.503
H -1.475 -1.390 -0.763 0.292
H -2.802 -1.507 1.413 0.295
H -2.605 -0.031 0.832 0.268
H 0.106 1.935 1.069 0.314
H 0.747 0.830 1.973 0.375
H -0.819 0.445 1.558 0.440
H -0.687 1.907 -3.068 0.288
H 0.776 2.085 -2.795 0.299
O -0.068 1.832 -2.363 -0.599

---

23
Properties=species:S:1:pos:R:3:mulliken_charge:R:1 method="wB97M-V/def2-TZVPD" multiplicity=1 e_tot_ev=-11454.544 orbital_gap_ev=5.362 relative_energy_ev=6.713 lumo_energy_ha=-0.2916 total_charge=+1
C 1.136 -0.548 -1.587 -0.728
O 0.185 -0.581 -2.567 -0.449
C 0.596 0.216 -0.280 0.299
C 1.659 0.357 0.785 -0.700
C 1.108 1.301 1.883 -0.399
N 1.641 0.961 3.150 -0.512
N -0.483 -0.384 0.241 -0.241
H 1.471 -1.526 -1.259 0.455
H 2.002 0.018 -1.899 0.316
H 0.057 -1.484 -2.882 0.371
H 0.315 1.219 -0.667 0.343
H 1.828 -0.608 1.273 0.387
H 2.634 0.658 0.411 0.448
H 1.304 2.366 1.712 0.390
H -0.018 1.172 1.795 0.254
H -2.535 -2.481 1.400 0.229
H 1.536 1.695 3.844 0.263
H 1.320 0.076 3.521 0.228
H -2.872 -2.226 0.785 -0.232
H -1.356 -0.247 -0.311 0.267
H -4.595 -1.325 -1.763 0.323
H -4.129 0.170 -1.916 0.313
O -4.077 -0.622 -1.351 -0.626

---

23
Properties=species:S:1:pos:R:3:mulliken_charge:R:1 method="wB97M-V/def2-TZVPD" multiplicity=1 e_tot_ev=-20245.787 orbital_gap_ev=8.799 relative_energy_ev=2.569 lumo_energy_ha=-0.1201 total_charge=+1
C -1.321 0.915 0.791 -0.548
N -1.269 -0.047 -0.379 -0.447
C 0.137 -0.279 -0.907 -0.524
C 0.913 -1.072 0.237 -0.416
S 2.507 -0.306 0.552 -0.235
C -0.748 2.174 0.262 -0.749
N -1.526 2.622 -0.944 -0.256
H -1.122 0.691 1.826 0.443
H -2.499 1.091 1.025 0.352
H -1.771 -0.882 -0.155 0.224
H 0.644 0.639 -1.121 0.361
H 0.187 -1.051 -1.806 0.406
H 0.297 -1.097 1.110 0.207
H 1.067 -2.092 -0.264 0.195
H 3.408 -1.179 -0.024 0.178
H 0.229 1.809 -0.045 0.282
H -0.717 2.893 1.091 0.384
H -0.946 3.098 -1.624 0.343
H -2.387 3.169 -0.773 0.355
H -1.852 1.669 -1.384 0.415
H -0.449 -3.799 -0.511 0.316
H -0.549 -3.128 0.766 0.320
O -0.998 -3.172 0.003 -0.604

---

25
Properties=species:S:1:pos:R:3:mulliken_charge:R:1 method="wB97M-V/def2-TZVPD" multiplicity=1 e_tot_ev=-15003.341 orbital_gap_ev=10.003 relative_energy_ev=2.033 smiles="NCCNC(=O)CN.O.O" lumo_energy_ha=0.0245 total_charge=0
N 3.202 0.577 0.136 -0.511
C 2.110 1.512 0.205 -0.598
C 0.768 0.708 0.482 -0.355
N 0.412 -0.200 -0.623 -0.048
C -0.765 -0.176 -1.337 0.146
O -0.929 -1.088 -2.137 -0.646
C -1.867 0.728 -0.976 -0.037
N -2.392 1.343 -2.279 -0.657
H 3.706 0.387 0.974 0.199
H 3.896 0.925 -0.459 0.193
H 2.214 2.308 1.029 0.295
H 1.994 2.063 -0.747 0.395
H -0.031 1.473 0.647 0.237
H 0.977 0.125 1.418 0.136
H 1.241 -0.518 -1.119 0.299
H -2.772 0.349 -0.441 0.221
H -1.717 1.567 -0.229 0.230
H -3.066 0.795 -2.705 0.255
H -1.626 1.413 -2.904 0.247
O -1.655 -2.357 1.039 -0.644
H -1.363 -2.377 0.108 0.318
H -2.065 -3.178 0.980 0.295
O -0.251 -1.942 3.298 -0.667
H -0.707 -2.142 2.475 0.392
H 0.687 -2.294 3.167 0.306